Entry 1:
Computed, not measured: C31H57BeN4O2P2 as an isolated structure in a non-equilibrium geometry, with ωB97M-V with the def2-TZVPD basis set.

- HOMO energy (alpha / beta): -0.297 / -0.289 hartree
- Charge: +1
- LUMO energy (alpha / beta): -2.127 / -2.338 eV
- Orbital gap (alpha / beta): 6.0 / 5.5 eV

Cartesian coordinates (Å):
C (-2.071, -1.109, -1.812)
C (-2.314, -2.697, 0.007)
C (-2.871, -1.926, -2.583)
C (-2.835, -3.637, -0.907)
C (-3.192, -3.231, -2.187)
H (-3.237, -1.539, -3.530)
H (-2.977, -4.658, -0.540)
H (-3.690, -3.900, -2.880)
N (-1.864, -1.452, -0.488)
P (0.359, 0.445, -2.294)
P (-1.652, -1.367, 2.221)
C (-1.471, 0.148, -2.443)
H (-1.670, 0.084, -3.526)
H (-1.977, 1.056, -2.071)
C (-2.276, -2.795, 1.399)
H (-2.712, -3.633, 1.917)
C (-0.169, -1.442, 3.509)
C (-3.242, -0.774, 3.029)
C (1.256, -0.636, -3.560)
C (0.499, 2.271, -2.712)
C (1.181, -0.963, 2.949)
H (1.155, 0.103, 2.697)
H (1.950, -1.088, 3.732)
H (1.513, -1.523, 2.071)
C (-0.393, -0.521, 4.728)
H (-0.372, 0.539, 4.433)
H (-1.313, -0.735, 5.278)
H (0.449, -0.673, 5.427)
C (-0.001, -2.898, 3.981)
H (0.728, -2.906, 4.812)
H (-0.942, -3.333, 4.345)
H (0.411, -3.550, 3.196)
C (-3.099, 0.659, 3.547)
H (-2.756, 1.328, 2.748)
H (-4.097, 0.970, 3.878)
H (-2.413, 0.767, 4.390)
C (-4.420, -0.754, 2.051)
H (-4.252, -0.034, 1.240)
H (-4.653, -1.738, 1.631)
H (-5.303, -0.410, 2.603)
C (-3.582, -1.747, 4.168)
H (-3.651, -2.779, 3.794)
H (-2.876, -1.718, 5.011)
H (-4.568, -1.460, 4.568)
C (1.984, 2.649, -2.782)
H (2.058, 3.736, -2.922)
H (2.530, 2.399, -1.863)
H (2.500, 2.177, -3.625)
C (-0.184, 3.107, -1.615)
H (-1.265, 2.932, -1.581)
H (0.226, 2.918, -0.617)
H (-0.030, 4.170, -1.855)
C (-0.194, 2.633, -4.027)
H (-1.265, 2.403, -4.002)
H (-0.083, 3.717, -4.172)
H (0.246, 2.149, -4.900)
C (0.608, -2.025, -3.519)
H (-0.367, -2.023, -4.031)
H (1.260, -2.744, -4.047)
H (0.464, -2.402, -2.496)
C (2.750, -0.727, -3.194)
H (2.923, -1.337, -2.305)
H (3.284, -1.216, -4.021)
H (3.211, 0.255, -3.025)
C (1.172, -0.091, -4.985)
H (0.135, 0.034, -5.322)
H (1.730, 0.847, -5.109)
H (1.651, -0.828, -5.652)
Be (0.944, -0.090, -0.365)
C (-1.550, -0.521, 0.544)
O (-1.344, 0.681, 0.297)
N (1.871, -1.479, -0.265)
C (2.382, -2.561, -0.404)
C (2.225, -4.129, -0.226)
C (0.974, -4.393, 0.603)
C (2.147, -4.816, -1.588)
C (3.463, -4.697, 0.476)
H (1.094, -3.949, 1.603)
H (0.079, -3.950, 0.154)
H (0.793, -5.465, 0.751)
H (2.964, -4.491, -2.255)
H (2.255, -5.902, -1.450)
H (1.189, -4.658, -2.109)
H (3.551, -5.776, 0.295)
H (4.394, -4.228, 0.121)
H (3.410, -4.567, 1.562)
C (1.201, 3.549, 2.020)
N (2.355, 2.787, 1.518)
C (2.300, 1.638, 0.863)
N (3.448, 1.080, 0.378)
O (1.158, 1.054, 0.660)
H (0.376, 2.895, 2.328)
H (0.839, 4.260, 1.261)
H (1.548, 4.114, 2.892)
H (3.277, 3.193, 1.638)
H (3.431, 0.101, 0.085)
H (4.340, 1.488, 0.639)



Entry 2:
Computed, not measured: a 7-piece molecular cluster, C25H49Br3O18 overall in a non-equilibrium geometry, with ωB97M-V with the def2-TZVPD basis set.

- SMILES: CCOC(=O)OC.CCOC(=O)OC.CCOC(=O)OC.CCOC(=O)OC.CCOC(=O)OC.CCOC(=O)OC.BrC(Br)Br
- HOMO energy: -0.389 hartree
- Charge: 0
- LUMO energy: -0.559 eV
- Orbital gap: 10.0 eV

Cartesian coordinates (Å):
C (0.090, 2.063, 5.125)
C (0.739, 0.787, 5.583)
O (0.670, -0.182, 4.528)
C (1.022, -1.370, 4.843)
O (1.379, -1.899, 5.921)
O (1.005, -2.067, 3.656)
C (1.365, -3.456, 3.549)
H (0.485, 2.233, 4.123)
H (0.266, 2.866, 5.840)
H (-0.996, 2.044, 5.041)
H (0.309, 0.494, 6.541)
H (1.780, 1.008, 5.820)
H (1.739, -3.722, 2.560)
H (0.529, -4.143, 3.687)
H (2.233, -3.784, 4.120)
C (-2.219, 1.750, 1.159)
C (-0.737, 1.657, 1.262)
O (-0.053, 2.023, 0.129)
C (0.180, 1.167, -0.910)
O (-0.389, 0.092, -1.015)
O (0.971, 1.781, -1.741)
C (1.493, 1.055, -2.846)
H (-2.336, 2.832, 1.108)
H (-2.777, 1.417, 2.034)
H (-2.571, 1.214, 0.278)
H (-0.546, 0.627, 1.562)
H (-0.302, 2.183, 2.112)
H (2.158, 0.319, -2.394)
H (1.982, 1.814, -3.455)
H (0.794, 0.477, -3.451)
C (6.956, -4.035, -0.435)
C (6.119, -3.472, -1.637)
O (4.803, -3.576, -1.273)
C (4.079, -2.547, -0.689)
O (4.522, -1.437, -0.429)
O (2.821, -2.975, -0.405)
C (1.811, -2.048, 0.004)
H (6.569, -5.015, -0.153)
H (6.798, -3.363, 0.409)
H (8.029, -4.002, -0.621)
H (6.334, -4.026, -2.550)
H (6.471, -2.444, -1.722)
H (1.857, -1.182, -0.656)
H (2.029, -1.671, 1.003)
H (0.761, -2.338, -0.033)
C (0.350, 7.286, -2.009)
C (0.777, 5.804, -2.105)
O (0.988, 5.405, -0.822)
C (-0.015, 5.140, 0.085)
O (-1.218, 5.312, -0.157)
O (0.571, 4.866, 1.307)
C (-0.205, 4.954, 2.560)
H (0.997, 7.931, -1.416)
H (-0.615, 7.325, -1.504)
H (0.208, 7.779, -2.971)
H (1.682, 5.624, -2.687)
H (0.050, 5.187, -2.635)
H (-0.873, 5.811, 2.479)
H (0.402, 5.065, 3.458)
H (-0.780, 4.081, 2.869)
C (-2.048, 1.542, -3.881)
C (-2.827, 0.408, -3.195)
O (-3.593, -0.178, -4.305)
C (-4.571, -1.141, -4.169)
O (-5.340, -1.356, -5.109)
O (-4.507, -1.718, -2.930)
C (-5.307, -2.856, -2.703)
H (-1.224, 1.951, -3.297)
H (-2.671, 2.375, -4.206)
H (-1.567, 1.037, -4.719)
H (-3.394, 0.804, -2.352)
H (-2.156, -0.397, -2.894)
H (-4.803, -3.436, -1.930)
H (-5.535, -3.523, -3.535)
H (-6.209, -2.539, -2.179)
C (-3.106, -0.832, 3.848)
C (-2.371, -1.914, 3.057)
O (-2.757, -2.050, 1.768)
C (-2.072, -2.841, 0.921)
O (-1.204, -3.639, 1.303)
O (-2.534, -2.652, -0.230)
C (-2.116, -3.530, -1.331)
H (-4.116, -0.640, 3.488)
H (-2.515, 0.082, 3.790)
H (-3.191, -0.995, 4.923)
H (-2.657, -2.839, 3.558)
H (-1.292, -1.821, 3.177)
H (-2.678, -4.462, -1.396)
H (-1.074, -3.823, -1.199)
H (-2.147, -2.997, -2.282)
Br (0.863, -2.360, -3.455)
C (2.299, -2.252, -4.798)
Br (3.815, -1.177, -4.185)
Br (1.568, -1.646, -6.555)
H (2.490, -3.299, -5.030)



Respective calculated total energy values: -62101.80420; -273699.28434 eV.